# 1
Below is a structure of composition C28H34BiN3O5S6Sb, with properties calculated with ωB97M-V/def2-TZVPD.

Geometry (Å):
Bi1 0.890 0.334 0.039
O1 -0.261 3.291 -3.675
C1 -0.068 2.282 -2.831
O2 0.443 2.408 -1.746
C2 -0.614 0.985 -3.359
C3 -1.029 0.837 -4.677
C4 -1.526 -0.394 -5.067
C5 -1.617 -1.411 -4.128
C6 -1.180 -1.161 -2.833
N1 -0.670 0.008 -2.465
C7 -1.231 -2.181 -1.717
O3 -2.077 -3.206 -1.851
O4 -0.536 -2.090 -0.738
H1 0.104 4.093 -3.261
H2 -0.958 1.664 -5.367
H3 -1.841 -0.562 -6.087
H4 -1.993 -2.381 -4.426
H5 -2.621 -3.124 -2.646
O5 -1.162 1.278 0.133
N2 -1.848 1.333 1.279
C8 -2.881 2.202 1.315
C9 -3.667 2.304 2.428
C10 -3.374 1.503 3.531
C11 -2.310 0.635 3.478
C12 -1.524 0.540 2.325
S1 -0.188 -0.551 2.236
H6 -2.999 2.786 0.417
H7 -4.479 3.014 2.434
H8 -3.968 1.572 4.430
H9 -2.046 0.013 4.320
C13 2.810 1.708 4.775
S2 1.013 1.845 4.856
C14 0.623 2.862 3.485
C15 1.118 2.914 2.233
S3 2.383 1.926 1.515
S4 0.397 4.121 1.189
C16 -0.814 4.699 2.272
S5 -1.970 5.791 1.872
S6 -0.664 3.994 3.846
H10 3.121 1.454 5.786
H11 3.252 2.662 4.497
H12 3.122 0.933 4.082
C17 1.429 -4.955 -0.358
C18 1.735 -4.195 0.925
Sb1 2.655 -2.290 0.637
C19 4.653 -2.796 0.018
C20 5.093 -4.220 0.334
C21 3.015 -1.879 2.728
C22 4.171 -2.609 3.396
H13 0.962 -5.916 -0.141
H14 2.326 -5.155 -0.944
H15 0.737 -4.393 -0.989
H16 2.385 -4.761 1.593
H17 0.812 -3.973 1.464
H18 5.295 -2.074 0.525
H19 4.735 -2.600 -1.052
H20 5.015 -4.444 1.394
H21 6.135 -4.364 0.046
H22 4.503 -4.956 -0.207
H23 2.073 -2.134 3.222
H24 3.127 -0.798 2.816
H25 3.988 -3.681 3.460
H26 4.308 -2.246 4.416
H27 5.118 -2.461 2.877
N3 4.009 0.604 -0.865
C23 3.630 0.951 -2.179
C24 3.582 2.280 -2.585
C25 3.143 2.599 -3.859
C26 2.738 1.604 -4.737
C27 2.779 0.278 -4.328
C28 3.221 -0.050 -3.056
H28 4.342 1.395 -0.327
H29 4.697 -0.139 -0.835
H30 3.891 3.060 -1.901
H31 3.131 3.635 -4.172
H32 2.408 1.858 -5.735
H33 2.478 -0.509 -5.006
H34 3.251 -1.087 -2.738

## Properties
- Energy relative to the best compared isomer or geometry (same formula, charge and spin): 8.0 kcal/mol
- HOMO level: -0.356 hartree
- Total charge: +1
- Spin multiplicity: 1
- Largest force on an atom: 0.50 eV/A
- Energy: -4471.640182 Eh

# 2
Below is a cluster of 5 separate species, C5H20O5 in total in a non-equilibrium geometry, with properties calculated with ωB97M-V/def2-TZVPD.

Geometry (Å):
C1 11.826 -0.745 -9.668
O1 12.587 -0.738 -10.779
H1 11.164 -1.609 -9.614
H2 12.460 -0.703 -8.782
H3 11.228 0.165 -9.617
H4 12.135 -1.059 -11.563
C2 19.781 -7.906 -11.349
O2 19.946 -7.961 -9.945
H5 20.804 -7.861 -11.723
H6 19.381 -8.863 -11.683
H7 19.285 -7.096 -11.884
H8 20.495 -8.715 -9.717
C3 15.972 3.651 -12.266
O3 17.162 3.895 -11.555
H9 15.824 4.380 -13.063
H10 16.089 2.696 -12.779
H11 15.067 3.670 -11.658
H12 16.988 4.743 -11.140
C4 20.871 1.204 -5.859
O4 20.722 0.446 -4.615
H13 21.660 1.947 -5.743
H14 21.161 0.672 -6.765
H15 19.936 1.738 -6.027
H16 20.542 1.099 -3.936
C5 18.501 -1.232 -11.518
O5 18.694 -0.509 -12.766
H17 17.444 -1.407 -11.319
H18 18.877 -2.234 -11.728
H19 19.025 -0.784 -10.673
H20 18.564 0.417 -12.549

## Properties
- Energy relative to the best compared isomer or geometry (same formula, charge and spin): 68.1 kcal/mol
- HOMO level: -0.375 hartree
- Total charge: 0
- Spin multiplicity: 1
- Largest force on an atom: 3.14 eV/A
- Energy: -578.558286 Eh

# 3
Below is a structure of composition C5H11NO2 in a non-equilibrium geometry, with properties calculated with ωB97M-V/def2-TZVPD.

Geometry (Å):
C1 1.662 0.463 -0.735
O1 2.505 0.000 0.357
C2 0.566 1.393 -0.281
C3 -0.049 0.897 1.062
C4 -0.501 -0.569 1.086
C5 -1.332 -0.864 -0.155
N1 -2.486 -0.028 -0.136
O2 -0.818 -1.431 -1.124
H1 2.298 0.830 -1.542
H2 1.203 -0.488 -1.038
H3 3.438 0.107 0.165
H4 0.869 2.441 -0.224
H5 -0.220 1.255 -1.020
H6 -0.927 1.606 1.140
H7 0.794 1.069 1.708
H8 0.403 -1.154 1.196
H9 -1.145 -0.778 1.933
H10 -2.884 0.033 -1.072
H11 -2.532 -1.242 0.062

## Properties
- Energy relative to the best compared isomer or geometry (same formula, charge and spin): 86.2 kcal/mol
- HOMO level: -0.362 hartree
- Total charge: 0
- Spin multiplicity: 1
- Largest force on an atom: 6.25 eV/A
- Energy: -402.240789 Eh

# 4
Below is the molecule C4H5N3O3 in a non-equilibrium geometry, with properties calculated with ωB97M-V/def2-TZVPD.

Geometry (Å):
C1 -0.898 0.039 0.290
C2 -0.036 1.369 -0.045
C3 1.949 -0.205 -0.161
C4 -0.233 -1.334 -0.053
H1 -2.756 -0.428 0.217
H2 -2.460 1.089 -0.218
H3 -0.972 0.118 1.412
H4 1.980 1.803 -0.343
H5 1.552 -2.312 -0.092
N1 -2.215 0.119 -0.434
N2 1.322 1.050 -0.056
N3 1.104 -1.343 -0.181
O1 -0.427 2.499 -0.139
O2 3.139 -0.219 -0.082
O3 -1.049 -2.246 -0.115

## Properties
- Energy relative to the best compared isomer or geometry (same formula, charge and spin): 4.6 kcal/mol
- HOMO level: -0.384 hartree
- Total charge: 0
- Spin multiplicity: 1
- Largest force on an atom: 4.11 eV/A
- Energy: -545.455172 Eh

# 5
Below is a structure of composition C2H5N3OS in a non-equilibrium geometry, with properties calculated with ωB97M-V/def2-TZVPD.

Geometry (Å):
C1 -0.107 -1.556 -0.033
C2 0.465 1.697 -0.480
N1 -1.452 0.161 0.693
N2 -1.209 -0.894 -0.264
N3 0.785 -0.772 0.745
O1 0.175 -2.609 -0.536
S1 0.000 0.642 1.060
H1 1.352 2.217 -0.056
H2 -0.322 2.513 -0.516
H3 0.769 1.251 -1.423
H4 -2.018 -1.487 -0.453
H5 1.562 -1.162 1.264

## Properties
- Energy relative to the best compared isomer or geometry (same formula, charge and spin): 83.8 kcal/mol
- HOMO level: -0.299 hartree
- Total charge: 0
- Spin multiplicity: 1
- Largest force on an atom: 3.17 eV/A
- Energy: -716.807212 Eh

# 6
Below is a cluster of 3 separate species, C27H34BrF17IN4O8P in total in a non-equilibrium geometry, with properties calculated with ωB97M-V/def2-TZVPD.

Geometry (Å):
C1 6.747 -2.055 2.917
C2 5.498 -1.636 2.775
C3 3.958 -1.083 2.681
F1 3.307 -1.912 1.709
Br1 3.163 -1.612 4.467
O1 4.044 0.302 2.458
C4 3.026 0.967 1.692
C5 3.211 0.732 0.072
O2 2.281 -0.227 -0.491
O3 2.634 -0.615 -1.725
C6 1.478 0.690 2.171
I1 1.089 1.531 4.198
O4 0.594 1.401 1.299
C7 -0.731 0.864 1.140
C8 -1.724 2.180 1.152
C9 -1.950 2.811 2.618
C10 -3.428 3.529 2.695
N1 -4.457 2.436 2.553
N2 -1.259 -0.051 2.164
C11 -2.706 -0.400 2.002
C12 -2.934 -2.016 2.218
C13 -0.813 0.281 -0.402
C14 -0.688 -1.248 -0.532
C15 -0.799 -1.919 -1.942
C16 -1.035 -0.839 -3.050
C17 -1.084 0.651 -2.661
N3 -0.987 1.313 -1.387
P1 3.493 2.846 1.856
N4 4.023 3.240 3.310
O5 2.209 3.892 1.473
O6 4.836 3.083 0.777
H1 7.786 -2.224 3.392
H2 4.279 0.310 -0.065
H3 3.058 1.734 -0.507
H4 3.575 -0.930 -1.759
H5 1.314 -0.441 2.259
H6 -1.229 3.034 0.527
H7 -2.723 1.963 0.591
H8 -1.927 2.071 3.491
H9 -1.189 3.648 2.834
H10 -3.536 3.954 3.775
H11 -3.484 4.338 1.879
H12 -5.334 2.694 3.033
H13 -4.646 2.215 1.555
H14 -0.767 -0.949 2.258
H15 -3.158 -0.165 0.974
H16 -3.290 0.096 2.879
H17 -2.123 -2.500 2.870
H18 -4.006 -2.201 2.612
H19 -2.919 -2.457 1.136
H20 -0.514 -1.915 0.384
H21 -0.728 -3.041 -2.163
H22 -1.170 -1.159 -4.146
H23 -1.225 1.390 -3.553
H24 3.973 2.412 3.924
H25 2.034 4.486 2.243
H26 5.613 3.423 1.283
C18 4.353 -4.143 -1.216
C19 4.466 -5.678 -1.148
C20 5.433 -6.222 -0.098
F2 6.704 -5.824 -0.308
F3 5.452 -7.580 -0.130
F4 4.763 -6.155 -2.382
F5 3.219 -6.156 -0.854
O7 5.123 -3.488 -2.232
C21 6.465 -3.198 -1.898
C22 7.476 -3.949 -2.771
F6 7.325 -5.288 -2.672
F7 8.747 -3.672 -2.386
F8 6.640 -3.403 -0.581
F9 6.610 -1.862 -2.087
H27 3.315 -3.926 -1.490
H28 4.482 -3.668 -0.239
H29 5.136 -5.919 0.909
H30 7.365 -3.674 -3.824
C23 -7.826 1.783 -1.854
C24 -8.295 2.590 -3.080
C25 -7.538 2.318 -4.379
F10 -6.228 2.622 -4.288
F11 -8.035 3.083 -5.385
F12 -8.283 3.910 -2.772
F13 -9.608 2.269 -3.288
O8 -6.935 2.448 -0.948
C26 -5.557 2.411 -1.271
C27 -4.978 3.802 -1.556
F14 -5.611 4.405 -2.586
F15 -3.669 3.719 -1.900
F16 -5.355 1.540 -2.278
F17 -4.937 1.877 -0.187
H31 -8.721 1.596 -1.252
H32 -7.464 0.786 -2.123
H33 -7.632 1.272 -4.680
H34 -5.065 4.450 -0.679

## Properties
- Energy relative to the best compared isomer or geometry (same formula, charge and spin): 0.0 kcal/mol
- HOMO level: -0.312 hartree
- Total charge: 0
- Spin multiplicity: 1
- Largest force on an atom: 7.48 eV/A
- Energy: -6780.480522 Eh

# 7
Below is a structure of composition C4H6N2O, with properties calculated with ωB97M-V/def2-TZVPD.

Geometry (Å):
O1 -1.510 -1.392 1.619
C1 -0.768 -0.879 0.819
N1 -0.982 -0.690 -0.514
C2 0.109 -0.063 -1.216
C3 1.065 0.327 -0.073
C4 0.432 1.041 1.640
N2 0.513 -0.311 1.164
H1 -1.850 -0.976 -0.938
H2 -0.221 0.808 -1.790
H3 0.610 -0.760 -1.898
H4 2.109 0.053 -0.210
H5 1.078 1.438 0.083
H6 -0.585 1.403 1.314

## Properties
- Energy relative to the best compared isomer or geometry (same formula, charge and spin): 103.6 kcal/mol
- HOMO level: -0.318 hartree
- Total charge: 0
- Spin multiplicity: 1
- Largest force on an atom: 0.44 eV/A
- Energy: -340.629751 Eh

# 8
Below is the molecule C4H7N in a non-equilibrium geometry, with properties calculated with ωB97M-V/def2-TZVPD.

Geometry (Å):
C1 -0.195 0.165 -1.009
C2 0.849 -0.489 -0.066
C3 0.832 0.057 1.305
C4 0.848 0.446 2.438
H1 -2.177 0.694 -1.149
H2 -2.024 -0.855 -0.655
H3 0.046 1.234 -1.080
H4 0.003 -0.249 -1.997
H5 0.657 -1.594 -0.019
H6 1.801 -0.316 -0.586
H7 0.927 0.831 3.408
N1 -1.568 0.075 -0.590

## Properties
- Energy relative to the best compared isomer or geometry (same formula, charge and spin): 45.5 kcal/mol
- HOMO level: -0.342 hartree
- Total charge: 0
- Spin multiplicity: 1
- Largest force on an atom: 1.72 eV/A
- Energy: -211.288240 Eh